Formula: C38H52FN18O2S
Source: OMol25
Level of theory: the ωB97M-V functional and the def2-TZVPD basis

Atoms and positions in Å:
O1 -0.365 2.908 -3.315
S1 -0.007 1.531 -3.656
O2 0.263 0.841 -2.394
F1 -1.238 0.924 -4.516
C1 1.493 1.645 -4.645
N1 2.045 2.714 -5.408
C2 3.209 2.346 -6.006
N2 3.534 1.026 -5.686
C3 2.473 0.613 -4.861
C4 2.528 -0.861 -4.369
C5 2.239 -1.923 -5.362
C6 2.368 -3.281 -4.767
C7 2.746 -3.333 -3.350
N3 2.969 -2.332 -2.457
C8 2.861 -1.071 -2.959
H1 1.616 3.639 -5.530
H2 3.877 2.928 -6.690
H3 4.337 0.460 -5.963
H4 1.977 -1.736 -6.427
H5 2.213 -4.195 -5.397
H6 2.869 -4.372 -2.935
H7 3.067 -0.217 -2.261
C9 -4.579 0.888 -3.091
C10 -5.584 1.852 -3.599
N4 -6.363 2.598 -3.996
H8 -4.900 -0.130 -3.309
H9 -3.616 1.069 -3.568
H10 -4.468 1.002 -2.012
C11 -1.382 1.791 0.107
C12 -1.695 1.262 1.454
N5 -1.930 0.856 2.502
H11 -1.411 0.984 -0.624
H12 -2.113 2.551 -0.171
H13 -0.388 2.236 0.104
C13 -0.700 0.296 5.552
C14 0.618 0.688 6.105
N6 1.644 0.998 6.519
H14 -0.957 -0.713 5.876
H15 -1.469 0.986 5.900
H16 -0.665 0.323 4.464
C15 -4.026 -1.371 6.801
C16 -3.053 -1.704 7.879
N7 -2.306 -1.962 8.713
H17 -5.023 -1.257 7.225
H18 -3.738 -0.439 6.315
H19 -4.044 -2.168 6.059
C17 0.826 -4.472 0.263
C18 2.121 -4.907 -0.315
N8 3.130 -5.233 -0.763
H20 0.157 -4.143 -0.531
H21 0.362 -5.297 0.798
H22 0.990 -3.647 0.956
C19 5.975 1.550 -9.473
C20 5.650 2.723 -8.624
N9 5.395 3.636 -7.969
H23 5.140 1.332 -10.138
H24 6.861 1.762 -10.071
H25 6.169 0.680 -8.845
C21 0.938 4.282 5.187
C22 0.541 4.429 3.763
N10 0.232 4.542 2.661
H26 0.491 3.379 5.603
H27 2.022 4.209 5.264
H28 0.598 5.144 5.759
C23 -2.850 -2.075 0.720
C24 -2.415 -3.489 0.830
N11 -2.078 -4.584 0.918
H29 -3.281 -1.746 1.663
H30 -1.994 -1.443 0.479
H31 -3.599 -1.978 -0.065
C25 -8.639 -0.785 -4.522
C26 -7.697 -1.129 -3.429
N12 -6.965 -1.395 -2.583
H32 -9.644 -0.662 -4.118
H33 -8.329 0.145 -4.997
H34 -8.649 -1.581 -5.266
C27 3.525 -6.910 2.602
C28 2.432 -5.997 3.024
N13 1.578 -5.287 3.346
H35 4.464 -6.596 3.058
H36 3.300 -7.929 2.918
H37 3.626 -6.885 1.517
C29 2.139 6.805 8.817
C30 1.742 6.951 7.395
N14 1.434 7.065 6.293
H38 1.692 5.903 9.235
H39 3.223 6.735 8.893
H40 1.797 7.669 9.387
C31 5.568 2.589 -2.471
C32 6.022 1.181 -2.347
N15 6.391 0.092 -2.249
H41 5.127 2.920 -1.530
H42 6.414 3.232 -2.712
H43 4.822 2.671 -3.262
C33 -8.070 -3.028 0.321
C34 -6.741 -2.687 0.882
N16 -5.711 -2.424 1.317
H44 -8.361 -4.028 0.641
H45 -8.813 -2.311 0.670
H46 -8.029 -2.997 -0.767
C35 3.491 -5.187 6.838
C36 4.777 -5.620 6.235
N17 5.778 -5.957 5.769
H47 2.813 -4.848 6.054
H48 3.031 -6.018 7.372
H49 3.668 -4.369 7.537
C37 -1.739 5.803 -1.418
C38 -1.283 6.945 -2.247
N18 -0.930 7.830 -2.890
H50 -2.802 5.625 -1.584
H51 -1.181 4.907 -1.686
H52 -1.576 6.021 -0.362

Forces on atoms 1 to 2 (eV/Å):
O 0.273 -1.697 -2.471
S -0.478 3.436 4.821

Values from the calculation:
LUMO level = -4.52 eV
Kohn-Sham gap = 8.084 eV
energy relative to the best compared isomer or geometry (same formula, charge and spin) = 61.61 kcal per mole
net charge = +1